{"formula": "C10H20N2SiSn", "method": "ωB97M-V with the def2-TZVPD basis set", "relative_energy_kj_mol": 0.00, "lumo_energy_ev": -8.336, "charge": 2, "symbols": ["Sn", "C", "H", "H", "H", "H", "H", "C", "C", "C", "C", "C", "C", "N", "N", "Si", "C", "C", "C", "H", "H", "H", "H", "H", "H", "H", "H", "H", "H", "H", "H", "H", "H", "H"], "coordinates": [[-2.35838, 0.01252, 0.00038], [-0.05665, 0.60036, -4.39946], [-0.50020, 0.03052, -3.58603], [0.44544, -0.09507, -5.13829], [-0.32234, 1.69063, -4.37741], [0.96876, 0.94706, -4.13204], [-0.77670, 0.59486, -5.34481], [-1.50410, -3.03569, -1.79450], [-0.63675, -2.62864, -0.64551], [0.35201, -3.43905, -0.09648], [1.19798, -2.92447, 0.89186], [1.07650, -1.59216, 1.31449], [0.04696, -0.82801, 0.75528], [-0.78835, -1.37813, -0.18827], [-0.44877, 0.39402, 1.04165], [0.12338, 1.81143, 1.93660], [-1.04694, 1.97192, 3.36503], [1.89012, 1.60730, 2.47299], [0.08323, 3.28604, 0.79409], [-2.58189, -2.85763, -1.63095], [-1.18088, -2.49669, -2.69936], [-1.33321, -4.10447, -1.96417], [0.47673, -4.44937, -0.48987], [1.94201, -3.55616, 1.36754], [1.69546, -1.15671, 2.08816], [-1.34323, 0.99108, 3.75467], [-0.53791, 2.52720, 4.16404], [-1.95752, 2.51660, 3.08713], [2.50654, 2.35560, 1.95385], [1.98739, 1.79231, 3.54965], [2.32133, 0.62575, 2.25451], [1.09562, 3.49518, 0.43038], [-0.56271, 3.12447, -0.07143], [-0.27292, 4.16742, 1.33628]], "forces_ev_per_angstrom": [[0.807, 0.829, 1.018], [-1.207, -0.644, -0.003], [0.021, 0.153, -0.154], [0.047, 0.412, -0.140], [-0.009, -0.116, -0.401], [0.174, 0.016, -0.452], [1.102, 0.254, 0.903], [0.120, -0.490, -0.023], [0.548, -0.659, 0.216], [-0.366, -0.088, -0.703], [-0.208, 1.011, 0.331], [-0.087, -0.540, -0.268], [-0.726, -0.162, -0.007], [0.811, -0.954, -0.352], [-0.906, 0.661, -0.446], [0.209, -0.001, 0.334], [-0.079, 0.131, 0.066], [0.387, -0.038, 0.075], [-0.052, -0.018, -0.036], [0.437, -0.068, -0.009], [-0.180, -0.165, 0.201], [-0.329, 0.248, -0.177], [-0.020, 0.308, 0.270], [-0.039, 0.047, -0.174], [-0.071, -0.312, -0.101], [0.126, 0.166, 0.031], [-0.297, -0.059, -0.066], [0.108, -0.028, 0.135], [-0.101, -0.236, 0.192], [0.042, -0.102, -0.184], [0.029, 0.306, 0.121], [-0.213, 0.012, -0.005], [-0.113, 0.149, -0.034], [0.035, -0.023, -0.158]]}